(1)
Density functional theory data (ωB97M-V/def2-TZVPD) for an isolated molecule of C23H36FN3O5S.

Geometry as XYZ:
```
69
Properties=species:S:1:pos:R:3:lowdin_charge:R:1
C -4.02520 -1.47572 -4.17798 -0.110
H -4.39249 -2.44258 -4.51300 0.068
H -3.66636 -0.92556 -5.04542 0.071
C -2.90853 -1.65314 -3.15683 -0.251
C -2.37069 -0.30711 -2.67538 -0.157
C -1.27082 -0.50199 -1.62810 -0.186
N -0.37777 0.65112 -1.53488 0.002
C 0.92166 0.46174 -1.84558 -0.452
O 1.34034 -0.60091 -2.27812 0.037
C 1.89389 1.64159 -1.71448 -0.115
N 2.25087 2.00357 -0.35935 -0.092
S 2.55542 0.75490 0.69955 0.679
O 2.70525 1.34544 1.99445 -0.272
O 1.57408 -0.29686 0.57785 -0.297
C 4.13035 0.16328 0.11078 -0.269
C 5.27623 0.71005 0.65657 -0.042
C 6.51331 0.29493 0.19661 0.011
C 6.55664 -0.66047 -0.80680 -0.264
C 5.41219 -1.21137 -1.35910 0.019
C 4.17921 -0.79068 -0.88833 -0.040
H 3.26039 -1.18567 -1.29483 0.100
H 5.49377 -1.95106 -2.13929 0.124
F 7.75661 -1.06594 -1.26078 0.069
H 7.43119 0.69413 0.59765 0.122
H 5.17758 1.44435 1.43939 0.117
H 1.63666 2.68518 0.07331 0.077
H 1.50661 2.52586 -2.22364 0.130
H 2.81188 1.32513 -2.22315 0.125
C -0.96014 1.89300 -1.08271 -0.054
H -2.02111 1.85437 -1.33128 0.128
H -0.51558 2.72965 -1.62971 0.135
C -0.79638 2.17406 0.43501 -0.282
C -2.12593 2.43914 1.14262 -0.125
H -2.01135 2.25359 2.21083 0.119
C -2.31399 3.93355 0.89841 -0.141
H -2.69349 4.11453 -0.10796 0.114
H -2.98028 4.40320 1.61735 0.115
C -0.87771 4.43661 1.02952 -0.171
H -0.63829 4.68020 2.07164 0.125
H -0.66551 5.30959 0.40611 0.122
O -0.03362 3.36771 0.61340 -0.149
H -2.93118 1.81808 0.75982 0.108
H -0.24005 1.34833 0.88997 0.124
H -0.63333 -1.33866 -1.93065 0.145
C -1.87480 -0.81771 -0.24255 -0.432
O -3.01497 -0.49958 0.04627 0.056
N -1.02207 -1.48893 0.53984 0.145
H -0.04636 -1.47262 0.27228 0.110
C -1.27664 -1.94813 1.91032 -0.525
C -1.54060 -0.74511 2.81757 -0.017
H -2.38422 -0.18367 2.42693 0.071
H -0.66201 -0.10412 2.85027 0.088
H -1.78040 -1.07172 3.82505 0.082
C -2.49670 -2.87159 1.88739 -0.021
H -2.29657 -3.74745 1.27449 0.090
H -2.75036 -3.19237 2.89305 0.079
H -3.34582 -2.33904 1.46928 0.075
C -0.00133 -2.69871 2.32787 -0.196
C -0.01389 -3.26155 3.74427 -0.088
H -0.83492 -3.96007 3.88363 0.068
H 0.91644 -3.79324 3.93073 0.073
H -0.09957 -2.46838 4.48139 0.069
H 0.83971 -2.00874 2.22489 0.099
H 0.15296 -3.51972 1.62307 0.120
H -1.96778 0.25245 -3.52248 0.129
H -3.19734 0.25603 -2.23707 0.110
H -3.28622 -2.20889 -2.29680 0.113
H -2.09504 -2.23024 -3.60182 0.113
H -4.85583 -0.92604 -3.74140 0.073
```

Calculated values
- energy above the lowest of the compared OMol25 structures with the same formula, charge and spin (kcal/mol) = 1.0
- HOMO-LUMO gap (eV) = 9.67
- E_HOMO (eV) = -9.052
- structure (SMILES) = CCC[C@H](C(=O)NC(C)(C)CC)N(C[C@@H]1CCCO1)C(=O)CNS(=O)(=O)c1ccc(F)cc1

(2)
Density functional theory data (ωB97M-V/def2-TZVPD) for C23H36HfP2 as an isolated structure.

Geometry as XYZ:
```
62
Properties=species:S:1:pos:R:3:lowdin_charge:R:1
P 0.22955 -2.23950 -2.06252 0.791
P 0.36056 1.44614 -3.18849 0.898
C -0.20774 -1.29035 -3.58367 -0.303
C 0.66599 -0.11487 -4.10480 -0.308
H -1.27672 -1.00395 -3.48153 0.106
H -0.14003 -2.10359 -4.32389 0.097
H 1.76398 -0.31863 -4.13344 0.102
H 0.31390 0.11057 -5.13539 0.111
C -1.20796 2.18749 -3.67799 -0.223
H -1.55581 2.89055 -2.90444 0.059
H -1.95878 1.40050 -3.86894 0.065
H -1.01834 2.75069 -4.61184 0.062
C 1.64668 2.71202 -3.13664 -0.178
H 1.41408 3.46166 -3.90521 0.068
H 2.64335 2.28095 -3.32569 0.072
H 1.64587 3.20812 -2.15356 0.063
C -1.18307 -3.37975 -2.02500 -0.195
H -1.18740 -4.10158 -1.18289 0.054
H -1.06187 -3.95246 -2.95164 0.092
H -2.12386 -2.82786 -2.10516 0.082
C 1.81850 -2.90206 -2.50739 -0.165
H 2.53799 -2.08212 -2.63772 0.083
H 1.62516 -3.39305 -3.46916 0.081
H 2.16228 -3.65153 -1.77531 0.068
Hf -0.00737 -2.64943 0.42002 1.356
C 0.60391 2.33401 0.48280 -0.114
C -0.73055 2.42004 0.55616 -0.077
C -1.82458 1.71968 -0.16327 -0.178
C -2.18005 0.27333 0.29736 -0.195
C -1.33009 -0.74212 -0.33464 -0.279
C 0.08414 -0.70619 -0.84016 -0.467
C 0.87229 0.58504 -1.06212 -0.297
C 1.35372 1.07957 0.34317 -0.141
C 2.01816 -2.54936 1.17110 -0.273
H 1.23373 3.24488 0.54180 0.128
H -1.15601 3.20168 1.19446 0.121
H -1.81446 1.77356 -1.27506 0.083
H -2.73540 2.29453 0.06233 0.123
H -2.22993 0.19931 1.40912 0.110
H -3.20019 0.03713 -0.10425 0.131
H -1.91419 -1.71856 -0.36121 0.070
H 0.89994 -1.11544 -0.07258 0.018
H 0.10150 1.29918 -1.47624 0.007
H 1.76777 0.39308 -1.68661 0.107
H 1.06211 0.32345 1.13057 0.095
H 2.45611 1.15620 0.27165 0.134
H 2.07386 -1.64292 1.80248 0.001
H 2.82678 -2.54871 0.42404 0.012
H 2.13262 -3.39465 1.89110 0.030
C -0.23824 -1.41927 2.25086 -0.124
C -0.08264 -0.76817 3.32394 -0.060
C -0.23087 -0.08362 4.57005 -0.247
C -1.46626 0.54764 4.81359 -0.036
C -1.72880 1.22072 5.99845 -0.062
C -0.77874 1.25522 7.01874 -0.054
C 0.47280 0.67611 6.79717 -0.061
C 0.74775 -0.00922 5.60345 -0.012
H -2.23095 0.50915 4.04918 0.106
H -2.66790 1.73683 6.14714 0.111
H -1.01879 1.68899 7.99189 0.119
H 1.23413 0.77187 7.58207 0.118
H 1.71837 -0.48088 5.48373 0.113
```

Calculated values
- net charge = +2
- energy above the lowest of the compared OMol25 structures with the same formula, charge and spin (kcal/mol) = 153.7
- HOMO-LUMO gap (eV) = 4.08
- E_HOMO (eV) = -11.821

(3)
Density functional theory data (ωB97M-V/def2-TZVPD) for an isolated molecule of C23H36N2O4.

Geometry as XYZ:
```
65
Properties=species:S:1:pos:R:3:lowdin_charge:R:1
C 4.37502 3.71079 0.64347 -0.112
C 3.63793 4.37684 1.79880 -0.269
C 2.13631 4.08389 1.81615 -0.217
C 1.80146 2.60459 2.05721 -0.206
C 1.43379 1.83347 0.78716 -0.203
C 0.01631 2.15266 0.31336 -0.197
H -0.70163 1.81824 1.06789 0.108
H -0.10850 3.23382 0.21827 0.110
C -0.29222 1.51868 -1.04453 -0.095
C -0.02204 0.02709 -1.12610 -0.475
O 0.60491 -0.45488 -2.05493 0.060
N -0.57993 -0.69821 -0.14023 0.140
H -1.02668 -0.18854 0.60286 0.139
C -0.37613 -2.11985 0.10167 -0.209
C 1.09320 -2.40812 0.43652 -0.141
N 1.57547 -1.55979 1.50375 -0.188
C 3.02437 -1.60904 1.64693 -0.184
C 3.31173 -1.03750 3.04181 -0.155
H 4.03112 -1.66027 3.57141 0.103
H 3.72250 -0.03154 2.97891 0.090
C 1.94546 -1.03165 3.74628 -0.159
H 1.55788 -0.01560 3.80875 0.095
H 1.99162 -1.44599 4.75154 0.105
C 1.05619 -1.86344 2.82511 -0.191
H 0.00455 -1.58260 2.90242 0.112
H 1.14887 -2.93881 3.06004 0.125
H 3.48783 -1.02870 0.84692 0.119
H 3.39300 -2.64570 1.57686 0.119
H 1.69630 -2.20175 -0.44963 0.126
H 1.19485 -3.48145 0.67692 0.139
H -1.00580 -2.37230 0.95871 0.141
C -0.85393 -2.99986 -1.09432 -0.305
C -2.20476 -2.47685 -1.55106 -0.171
C -2.33133 -1.74738 -2.71970 0.066
C -3.56438 -1.23976 -3.10891 -0.184
C -4.69542 -1.48760 -2.32864 -0.204
C -4.56333 -2.20946 -1.14908 0.006
C -3.33063 -2.69290 -0.76210 -0.041
H -3.24634 -3.26166 0.15202 0.112
H -5.44756 -2.38616 -0.55763 0.119
O -5.94629 -1.04937 -2.69407 -0.031
C -6.01876 -0.66241 -4.04749 -0.154
C -4.82541 0.22307 -4.40439 -0.153
H -4.87022 0.55044 -5.44420 0.132
O -3.62305 -0.49700 -4.26142 -0.022
H -4.81902 1.10055 -3.74208 0.137
H -6.96150 -0.12670 -4.16796 0.131
H -6.01295 -1.55140 -4.69321 0.139
H -1.48174 -1.55951 -3.35589 0.130
O 0.09156 -3.10501 -2.10901 -0.022
H 0.38779 -2.19582 -2.32836 0.058
H -0.98604 -4.02107 -0.71162 0.157
H 0.31489 1.99009 -1.81923 0.125
H -1.34367 1.67727 -1.30062 0.124
H 1.50745 0.76193 0.98486 0.088
H 2.13744 2.07600 -0.00936 0.113
H 2.65839 2.12429 2.53232 0.093
H 0.96468 2.52904 2.75624 0.107
H 1.70328 4.41219 0.86972 0.103
H 1.68674 4.69053 2.60569 0.106
H 4.07758 4.04989 2.74448 0.105
H 3.77822 5.45867 1.73001 0.102
H 5.42283 4.00378 0.64719 0.068
H 4.32635 2.62790 0.72200 0.062
H 3.94142 4.00994 -0.30849 0.074
```

Calculated values
- energy above the lowest of the compared OMol25 structures with the same formula, charge and spin (kcal/mol) = 1.9
- HOMO-LUMO gap (eV) = 8.75
- E_HOMO (eV) = -8.128
- structure (SMILES) = CCCCCCCC(=O)N[C@H](CN1CCCC1)[C@H](O)c1ccc2c(c1)OCCO2